Entry 1:
ORCA calculation (the ωB97M-V functional and the def2-TZVPD basis) on a gas-phase ion, C5H12NOS (charge -1) in a non-equilibrium geometry.

Its lowest unoccupied orbital energy (alpha / beta) is 3.79 / 3.72 eV. The HOMO-LUMO gap (alpha / beta) is 4.307 / 7.033 eV.

The geometry in ORCA input format:
```
! wB97M-V def2-TZVPD RIJCOSX def2/J DEFGRID3
* xyz -1 3
C -1.65869 0.90896 -1.01896
C -0.71098 -1.32407 -1.11958
C -0.61016 -0.02783 1.09013
C 3.18900 0.19439 0.42389
C -0.48414 0.02084 -0.43590
N 0.70819 0.70845 -0.88089
O 1.00103 1.77514 -0.11071
S 2.18583 -0.78106 -0.65580
H -1.76892 1.86456 -0.57542
H -1.38411 1.02090 -2.17369
H -2.73915 0.45792 -0.99079
H -0.20462 -2.03529 -0.39289
H -0.15907 -1.49168 -2.08857
H -1.86339 -1.45872 -1.34442
H 0.23119 -0.49471 1.47082
H -0.20531 0.94012 1.48926
H -1.49199 -0.47188 1.51138
H 4.23522 0.19274 0.37490
H 2.86280 -0.00269 1.37965
H 2.76539 1.08509 0.10294
*
```

Mulliken population analysis, charges in e, atoms 1 to 4: -1.62, -1.48, -1.75, -0.77

---

Entry 2:
ORCA calculation (the ωB97M-V functional and the def2-TZVPD basis) on a single C2H3BrClNO molecule in a non-equilibrium geometry.

The energy relative to the best compared isomer or geometry (same formula, charge and spin) is 1.8943 eV. The SMILES is O=C(Cl)CNBr. Its lowest unoccupied orbital energy is 0.20 eV. The HOMO-LUMO gap is 9.473 eV.

The geometry in ORCA input format:
```
! wB97M-V def2-TZVPD RIJCOSX def2/J DEFGRID3
* xyz 0 1
O 0.20414 1.99368 -0.58309
C 0.52664 0.89476 -0.87408
Cl 2.04692 0.47974 -1.53367
C -0.27315 -0.62013 -0.29813
N -0.95997 -0.34126 0.92479
Br 0.05037 -0.79947 2.45585
H 0.60581 -1.36077 -0.21760
H -0.96779 -0.92915 -1.06987
H -1.23297 0.68261 1.19580
*
```

Mulliken population analysis, charges in e, atoms 1 to 4: -0.42, 0.58, -0.16, -0.51

---

Entry 3:
ORCA calculation (the ωB97M-V functional and the def2-TZVPD basis) on 2 unconnected molecules or ions with the total composition C6H12 in a non-equilibrium geometry.

The energy relative to the best compared isomer or geometry (same formula, charge and spin) is 2.7961 eV. The SMILES is C=CC.C=CC. Its lowest unoccupied orbital energy is 0.98 eV. The HOMO-LUMO gap is 10.230 eV.

The geometry in ORCA input format:
```
! wB97M-V def2-TZVPD RIJCOSX def2/J DEFGRID3
* xyz 0 1
C -0.22819 -0.55529 2.64529
C -0.48022 0.75454 2.80807
C 0.59801 1.76108 2.54984
H -0.98927 -1.28551 2.89053
H 0.57617 -0.78395 1.95624
H -1.41784 1.24388 3.05067
H 1.57101 1.34076 2.29352
H 0.29732 2.31664 1.65152
H 0.69881 2.47975 3.36279
C -0.08457 -1.91812 -2.11967
C -0.47020 -0.76504 -2.68887
C 0.42365 0.36208 -3.08130
H -0.77384 -2.32393 -1.39127
H 0.93829 -2.20679 -2.32512
H -1.55168 -0.61926 -2.73132
H 0.59510 0.56144 -4.14553
H 0.08454 1.26261 -2.57782
H 1.42890 0.16955 -2.68651
*
```

Mulliken population analysis, charges in e, atoms 1 to 4: -0.73, 0.09, -1.05, 0.27

---

Entry 4:
ORCA calculation (the ωB97M-V functional and the def2-TZVPD basis) on a molecular structure, C48H53CrN6O2Sb in a non-equilibrium geometry.

The energy relative to the best compared isomer or geometry (same formula, charge and spin) is 1.5082 eV. Its lowest unoccupied orbital energy (alpha / beta) is -5.98 / -6.02 eV. The HOMO-LUMO gap (alpha / beta) is 3.908 / 6.267 eV.

The geometry in ORCA input format:
```
! wB97M-V def2-TZVPD RIJCOSX def2/J DEFGRID3
* xyz 2 5
Cr 0.10370 -0.03000 -0.10380
C 4.12480 1.41720 5.53420
C 3.07140 1.00390 4.55920
C 1.80160 0.65620 4.98750
C 0.73940 0.40950 4.09460
C -0.52510 0.18730 4.69170
N -1.74440 0.52900 4.24030
C -1.98680 1.58440 3.28210
C -1.48480 2.93710 3.82350
C -1.63800 4.09210 2.84120
N -0.89480 3.84400 1.63280
C -0.87040 4.65070 0.58530
C -0.46410 4.25000 -0.69710
C -0.47140 5.19710 -1.74240
C -0.25390 4.85320 -3.06370
C -0.23550 5.89600 -4.13340
C -0.07120 3.51000 -3.36220
C -0.03820 2.51220 -2.36940
C 0.21350 1.17680 -2.79100
N 0.26000 0.09110 -2.08120
C 0.92580 -1.00550 -2.75140
C 2.42630 -1.00230 -2.36410
C 2.80550 0.12050 -1.39770
N 2.09440 0.08660 -0.12920
C 2.78360 0.45020 0.90570
C 2.36070 0.57970 2.25850
C 3.33770 0.95460 3.20110
C 1.01520 0.35490 2.67990
O 0.09870 0.00290 1.84380
C -0.15590 2.87020 -0.99410
O -0.01520 2.00790 -0.04940
H 3.68170 1.75910 6.46540
H 4.73390 2.21650 5.11940
H 4.77780 0.57530 5.75800
H 1.58510 0.65050 6.04600
H -0.51430 -0.24080 5.68660
H -2.50180 0.33910 4.87990
H -3.06160 1.63220 3.09670
H -1.47860 1.32870 2.34760
H -0.43270 2.83530 4.09640
H -2.04560 3.18090 4.72760
H -1.27740 5.01200 3.31400
H -2.69710 4.24200 2.59670
H -0.51270 2.91370 1.46130
H -1.24060 5.65840 0.72250
H -0.66730 6.22730 -1.48750
H -0.31710 6.88680 -3.69730
H -1.06000 5.75340 -4.83000
H 0.69120 5.84160 -4.70080
H 0.06050 3.21080 -4.39080
H 0.44340 1.08580 -3.85490
H 0.82520 -0.90550 -3.83880
H 0.47470 -1.95830 -2.46620
H 3.03950 -0.87070 -3.25630
H 2.69360 -1.95960 -1.92070
H 2.60470 1.09460 -1.87020
H 3.88420 0.06060 -1.22050
H 3.83910 0.67880 0.74860
H 4.33410 1.18140 2.85290
N -4.12970 -0.28750 0.46800
C -4.09280 0.82500 -0.31480
C -2.78210 1.01950 -0.63160
N -2.02440 0.03990 -0.05130
C -2.86960 -0.72830 0.60830
H -4.96380 -0.72520 0.82970
H -4.96550 1.38270 -0.58260
H -2.35510 1.79390 -1.23750
H -2.60530 -1.59400 1.18460
C 0.01810 -5.50030 -2.36980
C 1.33240 -5.07580 -1.79160
C 2.47250 -5.75700 -2.21400
C 3.73390 -5.42990 -1.75890
C 3.88220 -4.40100 -0.84610
C 2.75830 -3.73730 -0.38970
C 1.48310 -4.05500 -0.85320
Sb -0.03620 -2.84530 0.17720
C -1.96370 -3.80220 -0.19660
C -2.44550 -4.68140 0.76620
C -3.62270 -5.38030 0.55910
C -4.32930 -5.19850 -0.61610
C -3.88390 -4.28220 -1.55140
C -2.70760 -3.56780 -1.35460
C -2.25820 -2.58850 -2.39560
C 0.35400 -3.73570 2.13120
C 0.30050 -2.88720 3.23130
C 0.72790 -3.29480 4.48170
C 1.21580 -4.57890 4.64910
C 1.21370 -5.44690 3.57440
C 0.77050 -5.05690 2.31330
C 0.72230 -6.10270 1.24610
H 0.08920 -6.50540 -2.77610
H -0.25810 -4.84190 -3.19220
H -0.78340 -5.48680 -1.63590
H 2.35660 -6.57170 -2.91390
H 4.59570 -5.97820 -2.10360
H 4.86300 -4.12350 -0.49440
H 2.86790 -2.96010 0.36260
H -1.89470 -4.83320 1.68570
H -3.97540 -6.07410 1.30560
H -5.22010 -5.77300 -0.81110
H -4.44310 -4.12990 -2.46310
H -3.05990 -2.38120 -3.09930
H -1.42130 -3.00250 -2.95590
H -1.94080 -1.64540 -1.94510
H -0.10560 -1.89350 3.11380
H 0.69400 -2.60740 5.31370
H 1.57290 -4.90840 5.61210
H 1.55470 -6.46450 3.69850
H 0.39730 -7.04600 1.67810
H 1.70790 -6.26060 0.81310
H 0.03270 -5.82740 0.45510
*
```

Mulliken population analysis, charges in e, atoms 1 to 4: -0.12, -1.70, 0.15, -0.89

---

Entry 5:
ORCA calculation (the ωB97M-V functional and the def2-TZVPD basis) on 2 unconnected molecules or ions with the total composition C6H14N2S in a non-equilibrium geometry.

The energy relative to the best compared isomer or geometry (same formula, charge and spin) is 4.4455 eV. Its lowest unoccupied orbital energy is 0.80 eV. The HOMO-LUMO gap is 9.648 eV.

The geometry in ORCA input format:
```
! wB97M-V def2-TZVPD RIJCOSX def2/J DEFGRID3
* xyz 0 1
C -2.51557 -4.32841 -0.52370
C -2.67671 -3.15497 -0.30715
C 1.45598 2.11184 -1.66873
C -1.99520 -0.02903 1.01620
C 1.45648 2.15624 -0.16058
C 1.51524 0.75596 0.45670
N 0.14481 -1.72968 0.80032
N -0.94739 0.66180 0.37792
S 0.29506 -0.52425 -0.25691
H -2.51609 -5.36059 -0.79889
H -1.22036 1.31768 -0.43384
H -2.69288 -2.17668 0.08295
H 1.41924 3.20232 -2.00897
H 2.42841 1.67615 -1.83959
H 0.62987 1.45718 -1.85660
H -3.00254 -0.34596 0.43196
H -2.38417 0.50655 1.78899
H -1.52662 -0.97210 1.33271
H 0.52489 2.69437 0.20879
H 2.19224 2.79340 0.32693
H 2.58825 0.46529 0.38505
H 1.40271 0.84589 1.61322
H 0.09578 -2.65066 0.29080
*
```

Mulliken population analysis, charges in e, atoms 1 to 4: -0.41, 0.04, -0.83, -0.95

---

Entry 6:
ORCA calculation (the ωB97M-V functional and the def2-TZVPD basis) on a single C3H4NP molecule in a non-equilibrium geometry.

The energy relative to the best compared isomer or geometry (same formula, charge and spin) is 1.5560 eV. The SMILES is [H]/P=C/CC#N. Its lowest unoccupied orbital energy is -0.18 eV. The HOMO-LUMO gap is 10.087 eV.

The geometry in ORCA input format:
```
! wB97M-V def2-TZVPD RIJCOSX def2/J DEFGRID3
* xyz 0 1
H -2.85352 0.61841 -1.35014
P -2.04171 -0.27317 -0.42151
C -0.70084 0.53947 -0.01038
C 0.63511 -0.31639 0.78622
C 1.67862 -0.37579 -0.15164
N 2.33162 -0.46879 -1.08444
H -0.35820 1.43313 -0.44644
H 0.21225 -1.33066 0.94480
H 1.09668 0.17380 1.73354
*
```

Mulliken population analysis, charges in e, atoms 1 to 4: 0.05, -0.18, -0.17, -0.49

---

Entry 7:
ORCA calculation (the ωB97M-V functional and the def2-TZVPD basis) on a molecular structure, C16H26Br6F6N2O6.

Its lowest unoccupied orbital energy is -0.21 eV. The HOMO-LUMO gap is 9.024 eV.

The geometry in ORCA input format:
```
! wB97M-V def2-TZVPD RIJCOSX def2/J DEFGRID3
* xyz 0 1
C 1.14936 -0.20318 1.86955
C -0.08047 0.50984 2.35845
O -0.23161 1.70775 2.18471
N -1.01160 -0.26214 2.95057
C -2.22856 0.29578 3.48500
H 0.95824 -0.73374 0.93839
H 1.52283 -0.91839 2.60417
H 1.93997 0.53079 1.70574
H -0.81202 -1.23840 3.07887
H -2.52141 1.15659 2.89124
H -2.03588 0.64670 4.50584
H -3.06364 -0.39324 3.55430
C -2.98005 3.53058 0.36790
C -2.11975 3.19031 -0.82977
O -2.40900 3.56645 -1.94754
N -1.00584 2.46689 -0.55917
C -0.12884 1.97742 -1.61445
H -4.01317 3.28317 0.12066
H -2.95887 4.61374 0.50670
H -2.69055 3.05193 1.30003
H -0.87563 2.04924 0.35547
H 0.28867 2.80574 -2.18765
H -0.65489 1.30329 -2.29029
H 0.69773 1.44939 -1.13988
C -3.56033 -1.62639 -4.64726
C -3.48437 -2.31255 -3.30924
O -2.23498 -1.97647 -2.69094
C -1.71777 -2.83930 -1.84674
O -2.11925 -3.92485 -1.56438
C -0.41716 -2.28627 -1.22319
F -0.38139 -0.95336 -1.21016
F -0.30823 -2.71069 0.04269
F 0.64002 -2.73074 -1.90653
H -4.28339 -2.13763 -5.28949
H -2.60839 -1.68564 -5.17540
H -3.89942 -0.59245 -4.60295
H -3.54884 -3.39298 -3.43433
H -4.29073 -1.99348 -2.64969
C 5.72626 1.24909 -1.48348
C 6.03040 0.05624 -0.60291
O 4.89460 -0.82333 -0.61501
C 4.82000 -1.68906 0.37272
O 5.62843 -1.88968 1.22170
C 3.51894 -2.52080 0.33191
F 2.94073 -2.49440 1.53170
F 2.62515 -2.06742 -0.57046
F 3.79815 -3.78711 0.03847
H 4.90760 1.86520 -1.12219
H 5.43612 0.85863 -2.46471
H 6.65156 1.79973 -1.63549
H 6.32499 0.33113 0.40758
H 6.87486 -0.49268 -1.02878
C -4.37856 -3.58826 3.07865
Br -5.48437 -2.10158 3.58534
Br -2.83596 -3.03939 2.05753
Br -5.36657 -4.93026 2.14623
H -3.99457 -4.00822 3.99386
C 1.75990 4.77073 1.16344
Br 2.93090 3.27339 1.47814
Br 2.39908 5.88042 -0.25561
Br 1.46958 5.77107 2.77911
H 0.80198 4.35287 0.89103
*
```

Mulliken population analysis, charges in e, atoms 1 to 4: -0.39, 0.62, -0.67, -0.09

---

Entry 8:
ORCA calculation (the ωB97M-V functional and the def2-TZVPD basis) on a molecular structure, C22H76AlNO15P.

The energy relative to the best compared isomer or geometry (same formula, charge and spin) is 0.0000 eV. Its lowest unoccupied orbital energy is 1.92 eV. The HOMO-LUMO gap is 5.784 eV.

The geometry in ORCA input format:
```
! wB97M-V def2-TZVPD RIJCOSX def2/J DEFGRID3
* xyz -1 1
C -1.60788 -0.99001 -0.65642
C -1.42618 0.35848 0.04021
C -1.75771 0.30796 1.53148
N -0.93814 -0.68486 2.23760
Al 0.84670 -0.20062 2.56542
C 1.76249 -1.82003 3.39506
C 1.20567 -3.16583 2.90332
C 1.21320 -3.31775 1.37726
C 2.55662 -3.84024 0.89347
O 2.78157 -3.66749 -0.50471
C 2.04616 -4.57236 -1.29800
P 1.00098 1.68414 4.02597
C 2.83670 1.80124 4.30082
O 0.48716 1.02484 5.53061
H -1.75313 -0.86577 -1.73114
H -0.74973 -1.64521 -0.50528
H -2.47451 -1.50283 -0.22760
H -0.40850 0.72709 -0.09833
H -2.10767 1.08656 -0.41640
H -2.82423 0.04135 1.61629
H -1.66589 1.32857 1.93091
H -1.39438 -0.88879 3.12381
H 1.56080 0.15311 1.16311
H 2.85070 -1.77834 3.26242
H 1.60041 -1.77629 4.48577
H 0.18043 -3.27613 3.26160
H 1.77544 -4.01030 3.32436
H 1.03073 -2.35944 0.88897
H 0.41026 -3.99182 1.06207
H 2.65975 -4.90935 1.13316
H 3.35830 -3.28575 1.38551
H 2.24960 -5.60376 -0.97936
H 0.96634 -4.39692 -1.27197
H 2.38666 -4.45498 -2.32231
H 3.14151 2.80781 4.59196
H 3.35090 1.53000 3.37518
H 3.16004 1.10378 5.07899
H 0.92949 0.17994 5.67642
C -1.54996 4.70928 2.78464
O -2.11869 4.02250 1.67579
H -1.38085 3.97570 3.56869
H -0.58448 5.15400 2.53030
H -2.22613 5.48728 3.15628
H -2.23122 4.64839 0.95568
C -2.13236 -0.23991 7.06266
O -1.51768 0.95450 7.50543
H -2.89266 -0.50645 7.79731
H -2.61660 -0.11684 6.08909
H -1.41629 -1.06563 6.99336
H -0.83306 1.17840 6.85394
C -1.50073 -2.56025 9.74341
O -1.36113 -3.55420 8.73636
H -2.56709 -2.44203 9.92183
H -1.01895 -2.86417 10.67784
H -1.09191 -1.59923 9.42273
H -0.42635 -3.66164 8.54226
C 4.12906 2.87045 0.20864
O 2.80702 2.36529 0.33996
H 4.29454 3.55788 1.03669
H 4.86735 2.06687 0.26424
H 4.27459 3.41166 -0.73052
H 2.64449 1.72291 -0.35754
C -4.20568 -1.79844 -2.92232
O -3.29328 -1.24511 -3.86924
H -3.63920 -2.46694 -2.28024
H -4.66749 -1.02244 -2.30930
H -4.97876 -2.37603 -3.43873
H -3.78112 -0.63318 -4.42593
C -5.80340 0.97704 -0.07000
O -6.41604 0.57741 -1.30336
H -4.86342 0.43603 0.00637
H -5.59052 2.04854 -0.04948
H -6.43082 0.71972 0.78537
H -7.25916 1.03310 -1.38671
C 5.71295 -6.44443 -2.34592
O 4.88881 -5.29443 -2.40671
H 5.74796 -6.86485 -3.34901
H 6.73176 -6.19911 -2.03245
H 5.30547 -7.19919 -1.66766
H 4.79665 -4.89869 -1.53175
C 7.89956 2.22549 -1.19434
O 7.13026 3.32920 -0.74565
H 7.46676 1.90239 -2.13868
H 8.94566 2.49673 -1.36603
H 7.85955 1.38784 -0.49216
H 7.48510 3.62822 0.09585
C 1.44140 3.57219 -2.78463
O 1.44790 4.53111 -1.73570
H 1.09959 4.06807 -3.68872
H 2.44471 3.16737 -2.96212
H 0.75479 2.75154 -2.56648
H 1.73648 4.06685 -0.94173
C -7.35241 3.42883 -3.23642
O -5.99003 3.27964 -2.87747
H -7.44521 4.37724 -3.76129
H -7.69099 2.62730 -3.90045
H -8.00337 3.45801 -2.35639
H -5.89573 2.44230 -2.40986
C 3.54138 -4.63270 -5.89816
O 3.13865 -5.32170 -4.73131
H 2.88431 -4.95128 -6.70624
H 3.44752 -3.54787 -5.78756
H 4.57345 -4.86802 -6.18000
H 3.71274 -5.04995 -4.00339
C -0.75366 2.55710 -6.39610
O -0.38339 2.17252 -5.08473
H -0.83146 3.64257 -6.39642
H -0.00598 2.26064 -7.13878
H -1.72434 2.14290 -6.68631
H -0.31778 1.21376 -5.05045
C -4.29746 3.95390 -6.22547
O -3.84941 4.32900 -4.94001
H -3.80118 4.60398 -6.94476
H -4.03981 2.91669 -6.46643
H -5.38039 4.07907 -6.33870
H -4.29348 3.76529 -4.29512
*
```

Mulliken population analysis, charges in e, atoms 1 to 4: -0.79, -0.12, -0.74, -0.18